[1]
Density functional theory data (ωB97M-V with the def2-TZVPD basis set) for a single C4H7N3 molecule in a non-equilibrium geometry.

XYZ file:
```
14
C4H7N3 ωB97M-V with the def2-TZVPD basis set
C -0.310 2.171 0.567
C 0.443 -0.004 0.228
C 1.476 -1.039 0.299
C 2.302 -1.914 0.299
H -0.420 2.340 -0.530
H 0.035 3.099 1.013
H -1.288 1.887 0.950
H -1.429 0.388 -0.338
H -1.721 -1.926 -0.265
H -1.249 -1.704 -1.826
H 3.110 -2.639 0.300
N 0.702 1.134 0.755
N -0.672 -0.244 -0.577
N -0.981 -1.549 -0.873
```

Properties
* ΔE to the lowest compared entry with this formula, charge and spin: 3.3165 eV
* net charge: 0
* SMILES: C#C/C(=N/C)NN
* highest occupied orbital energy: -9.066 eV
* HOMO-LUMO gap: 9.9 eV
* total energy: -320.7614 Ha

[2]
Density functional theory data (ωB97M-V with the def2-TZVPD basis set) for a molecular structure, C57H49CrN6O5.

XYZ file:
```
118
C57H49CrN6O5 ωB97M-V with the def2-TZVPD basis set
Cr 0.183 -0.074 0.055
O -2.628 2.349 3.870
C -3.363 2.716 2.814
C -4.536 3.440 3.043
C -5.321 3.866 1.987
C -4.950 3.578 0.679
C -3.801 2.841 0.448
C -2.996 2.400 1.491
C -1.755 1.638 1.188
O -1.476 1.318 -0.023
N -0.953 1.405 2.196
N 0.290 0.881 1.778
C 1.210 1.966 1.522
C 2.495 1.312 1.181
C 3.713 1.510 1.765
C 4.827 0.788 1.288
C 4.606 -0.115 0.218
C 3.349 -0.277 -0.298
N 2.258 0.406 0.180
H -1.824 1.861 3.481
H -4.805 3.660 4.068
H -6.228 4.426 2.185
H -5.563 3.907 -0.152
H -3.507 2.580 -0.562
H 1.268 2.656 2.370
H 3.816 2.246 2.554
H 5.810 0.918 1.719
H 5.427 -0.684 -0.201
H 3.155 -0.962 -1.116
O 0.663 2.733 0.372
C 1.372 3.327 -0.707
C 1.616 2.352 -1.920
C 0.429 1.594 -2.482
C -0.248 2.176 -3.545
C -1.243 1.479 -4.207
C -1.554 0.209 -3.757
C -0.891 -0.318 -2.661
C -1.164 -1.711 -2.167
C -2.002 -1.845 -0.839
O -1.314 -1.276 0.202
C -3.452 -1.334 -0.918
C -4.114 -1.131 0.290
C -5.442 -0.749 0.319
C -6.137 -0.540 -0.866
C -5.497 -0.759 -2.073
C -4.170 -1.173 -2.096
C -2.144 -3.366 -0.588
C -1.485 -3.929 0.498
C -1.620 -5.280 0.789
C -2.427 -6.085 0.000
C -3.082 -5.533 -1.092
C -2.942 -4.184 -1.384
N 0.103 0.354 -2.041
C 2.678 3.961 -0.243
C 2.594 4.855 0.828
C 3.720 5.489 1.318
C 4.962 5.250 0.739
C 5.051 4.381 -0.338
C 3.918 3.750 -0.831
C 0.424 4.425 -1.218
C -0.952 4.222 -1.152
C -1.824 5.172 -1.665
C -1.334 6.330 -2.254
C 0.036 6.535 -2.323
C 0.911 5.587 -1.808
H 2.393 1.644 -1.663
H 1.986 2.991 -2.725
H 0.040 3.166 -3.873
H -1.741 1.902 -5.068
H -2.287 -0.383 -4.284
H -0.198 -2.148 -1.903
H -1.619 -2.313 -2.955
H -3.562 -1.277 1.210
H -5.934 -0.582 1.270
H -7.167 -0.206 -0.843
H -6.033 -0.614 -3.004
H -3.709 -1.391 -3.048
H -0.878 -3.274 1.109
H -1.102 -5.704 1.642
H -2.550 -7.136 0.233
H -3.718 -6.154 -1.712
H -3.475 -3.765 -2.229
H 1.622 5.038 1.271
H 3.631 6.178 2.150
H 5.849 5.735 1.127
H 6.014 4.190 -0.794
H 4.026 3.073 -1.669
H -1.332 3.316 -0.696
H -2.892 5.003 -1.603
H -2.016 7.071 -2.654
H 0.430 7.439 -2.772
H 1.980 5.752 -1.868
C 2.106 -5.269 3.159
N 2.603 -4.056 2.515
N 2.043 -3.817 1.252
C 1.618 -2.503 1.171
O 1.196 -1.996 0.137
C 1.868 -1.925 2.449
C 2.437 -2.867 3.230
C 2.906 -2.776 4.635
C 2.232 -4.731 0.209
C 3.331 -5.594 0.209
C 3.480 -6.527 -0.803
C 2.554 -6.606 -1.833
C 1.472 -5.735 -1.841
C 1.302 -4.810 -0.829
H 2.158 -6.099 2.460
H 1.070 -5.153 3.495
H 2.740 -5.494 4.015
H 1.631 -0.900 2.703
H 3.009 -1.729 4.910
H 3.870 -3.272 4.751
H 2.202 -3.242 5.329
H 4.073 -5.509 0.991
H 4.331 -7.195 -0.792
H 2.675 -7.334 -2.625
H 0.743 -5.790 -2.639
H 0.452 -4.144 -0.816
```

Properties
* ΔE to the lowest compared entry with this formula, charge and spin: 3.0578 eV
* net charge: -1
* 2S+1: 5
* <S²>: 6.060
* highest occupied orbital energy (alpha / beta): -1.624 / -4.653 eV
* HOMO-LUMO gap (alpha / beta): 3.8 / 6.9 eV
* total energy: -3950.7763 Ha

[3]
Density functional theory data (ωB97M-V with the def2-TZVPD basis set) for 2 unconnected molecules or ions with the total composition CH6N4O3 in a non-equilibrium geometry.

XYZ file:
```
14
CH6N4O3 ωB97M-V with the def2-TZVPD basis set
C -0.936 -0.473 0.176
N -0.864 0.819 0.727
N -2.082 -1.037 -0.160
N 2.682 0.720 -0.466
N 0.138 -1.275 0.541
O -1.800 1.823 0.285
O -3.254 -0.309 -0.247
O 2.660 -0.264 0.507
H -0.003 1.276 0.401
H 3.486 0.615 -1.198
H 1.922 0.432 -1.136
H 1.032 -0.866 0.492
H 0.061 -2.164 0.146
H -3.043 0.702 -0.067
```

Properties
* ΔE to the lowest compared entry with this formula, charge and spin: 0.0618 eV
* net charge: -2
* highest occupied orbital energy: 1.031 eV
* HOMO-LUMO gap: 6.3 eV
* total energy: -486.1853 Ha

What is the net charge in the first record? 0

Which value of ΔE to the lowest compared entry with this formula, charge and spin does entry 3 give? 0.0618 eV

The highest total energy belongs to which entry? C4H7N3